[1]
Below is a molecular structure, C3H10N2S in a non-equilibrium geometry, with properties calculated with wB97M-V/def2-TZVPD.

## Properties
Kohn-Sham gap = 8.15 eV
M = 106.19 Da

CARTESIAN COORDINATES (ANGSTROEM)
C (-0.003, -2.859, 0.942)
S (-0.295, -2.096, -0.737)
H (-0.769, -3.638, 1.074)
H (1.024, -3.254, 0.910)
H (-0.155, -2.047, 1.697)
C (-0.218, 2.265, 0.520)
C (0.481, 1.504, -0.398)
N (1.157, 0.334, 0.005)
N (-0.897, 3.469, 0.234)
H (-0.160, 1.979, 1.589)
H (0.461, 1.710, -1.483)
H (2.080, 0.283, -0.402)
H (1.238, 0.157, 0.994)
H (0.475, -0.711, -0.491)
H (-0.984, 3.622, -0.773)
H (-1.863, 3.347, 0.610)

=====

[2]
Below is a molecular structure, C10H12O2 in a non-equilibrium geometry, with properties calculated with wB97M-V/def2-TZVPD.

## Properties
Kohn-Sham gap = 9.69 eV
M = 164.20 Da

CARTESIAN COORDINATES (ANGSTROEM)
C (-4.341, -0.556, -0.626)
C (-3.524, 0.084, 0.536)
C (-2.053, 0.187, 0.291)
C (-1.329, -0.915, -0.108)
C (0.036, -0.977, -0.425)
C (0.702, 0.331, -0.242)
C (2.899, -0.135, 0.182)
C (4.426, 0.038, -0.459)
C (-0.061, 1.568, 0.077)
C (-1.361, 1.303, 0.329)
H (-5.508, -0.268, -0.184)
H (-4.122, -0.060, -1.415)
H (-3.957, -1.902, -0.601)
H (-3.992, 1.115, 0.401)
H (-3.574, -0.700, 1.208)
H (-1.638, -2.262, 0.201)
H (0.375, -1.864, -0.584)
H (5.225, -0.505, 0.302)
H (4.677, 1.120, -0.241)
H (4.346, -0.165, -1.298)
H (0.508, 2.344, 0.066)
H (-1.892, 2.447, 0.510)
O (2.013, 0.454, -0.533)
O (2.636, -1.063, 1.070)

=====

[3]
Below is 7 unconnected molecules or ions with the total composition C22H36O20P in a non-equilibrium geometry, with properties calculated with wB97M-V/def2-TZVPD.

## Properties
Charge = -1
Kohn-Sham gap = 5.61 eV
M = 651.48 Da

CARTESIAN COORDINATES (ANGSTROEM)
C (3.272, -0.545, 0.706)
C (2.725, 0.419, 1.775)
C (1.212, 0.284, 1.994)
C (0.287, 0.868, 0.896)
O (-0.724, -0.096, 0.662)
P (-0.100, -1.693, 1.014)
O (0.819, -1.001, 2.361)
H (3.583, -1.489, 1.151)
H (2.587, -0.683, -0.119)
H (4.188, -0.108, 0.287)
H (3.040, 1.436, 1.525)
H (3.208, 0.169, 2.720)
H (1.028, 0.953, 2.860)
H (0.793, 1.223, -0.016)
H (-0.296, 1.744, 1.205)
H (-0.807, -2.337, -0.069)
H (0.922, -1.372, 0.006)
H (0.629, -2.937, 1.229)
H (-1.195, -2.005, 1.903)
C (3.238, 3.299, 6.480)
C (2.380, 2.305, 5.737)
O (3.117, 2.099, 4.533)
C (4.412, 2.404, 4.778)
O (5.312, 2.186, 4.040)
O (4.547, 3.000, 5.992)
H (3.194, 3.178, 7.560)
H (2.994, 4.334, 6.227)
H (2.290, 1.351, 6.262)
H (1.385, 2.683, 5.516)
C (-3.792, -3.196, -1.002)
C (-4.687, -4.083, -1.831)
O (-3.882, -4.346, -2.986)
C (-2.584, -4.178, -2.625)
O (-1.660, -4.478, -3.311)
O (-2.490, -3.624, -1.401)
H (-3.930, -3.329, 0.068)
H (-3.903, -2.137, -1.243)
H (-4.917, -5.027, -1.340)
H (-5.619, -3.595, -2.113)
C (0.118, 3.639, -3.384)
C (1.592, 3.906, -3.199)
O (1.634, 4.492, -1.894)
C (0.537, 4.074, -1.221)
O (0.370, 4.234, -0.057)
O (-0.331, 3.447, -2.043)
H (-0.081, 2.753, -3.983)
H (-0.413, 4.492, -3.815)
H (2.187, 2.990, -3.193)
H (1.996, 4.592, -3.941)
C (-6.935, -8.005, -3.586)
C (-5.450, -8.228, -3.445)
O (-5.103, -7.354, -2.369)
C (-6.222, -7.145, -1.633)
O (-6.243, -6.600, -0.577)
O (-7.317, -7.641, -2.259)
H (-7.471, -8.895, -3.908)
H (-7.171, -7.180, -4.261)
H (-5.207, -9.254, -3.157)
H (-4.892, -7.968, -4.341)
C (1.101, 6.834, 2.028)
C (2.590, 6.651, 2.170)
O (2.909, 7.553, 3.239)
C (1.789, 7.743, 3.973)
O (1.759, 8.302, 5.020)
O (0.710, 7.211, 3.356)
H (0.594, 5.925, 1.715)
H (0.841, 7.644, 1.342)
H (2.859, 5.636, 2.468)
H (3.138, 6.911, 1.268)
C (0.783, -1.282, -3.789)
C (1.652, -2.198, -2.964)
O (2.766, -1.358, -2.644)
C (2.351, -0.076, -2.710)
O (2.962, 0.852, -2.298)
O (1.118, 0.007, -3.270)
H (-0.279, -1.481, -3.666)
H (1.035, -1.310, -4.853)
H (1.167, -2.512, -2.036)
H (1.980, -3.079, -3.512)

=====

[4]
Below is 2 unconnected molecules or ions with the total composition C3H7INP in a non-equilibrium geometry, with properties calculated with wB97M-V/def2-TZVPD.

## Properties
Kohn-Sham gap = 8.96 eV
M = 214.97 Da

CARTESIAN COORDINATES (ANGSTROEM)
H (0.505, -2.228, -1.207)
P (1.545, -1.865, -0.258)
N (1.174, -0.658, 0.654)
C (-0.049, 0.131, 0.950)
C (-1.254, -0.088, 0.087)
C (-1.226, 0.168, -1.222)
H (0.246, 1.189, 0.973)
H (-0.301, -0.202, 1.998)
H (-2.267, -0.069, 0.633)
H (-2.211, -0.179, -1.547)
H (-0.417, 0.179, -1.840)
I (3.320, 2.395, -0.462)
H (3.453, 1.383, 0.652)

=====

[5]
Below is C4H11N5 in the gas phase in a non-equilibrium geometry, with properties calculated with wB97M-V/def2-TZVPD.

## Properties
Kohn-Sham gap = 9.10 eV
M = 129.17 Da

CARTESIAN COORDINATES (ANGSTROEM)
H (0.094, -0.980, -3.107)
N (-0.927, -0.957, -3.150)
C (-1.419, -0.793, -1.989)
N (-0.690, -0.634, -0.784)
C (-1.195, -1.574, 0.302)
N (0.707, -0.737, -0.897)
C (1.300, -0.079, 0.045)
N (0.752, 0.854, 0.927)
C (1.610, 1.555, 1.859)
N (-0.299, 1.667, 0.393)
H (-2.458, -0.830, -1.770)
H (-0.817, -1.193, 1.305)
H (-2.295, -1.508, 0.282)
H (-0.859, -2.638, 0.127)
H (2.402, -0.211, 0.185)
H (2.333, 2.185, 1.327)
H (2.106, 0.787, 2.445)
H (0.939, 2.088, 2.545)
H (-1.163, 1.138, 0.532)
H (-0.119, 1.859, -0.580)

=====

[6]
Below is a molecular structure, C23H21BeN5O2, with properties calculated with wB97M-V/def2-TZVPD.

## Properties
Kohn-Sham gap = 7.17 eV
M = 408.47 Da

CARTESIAN COORDINATES (ANGSTROEM)
Be (-0.326, 0.999, 0.022)
O (2.284, 3.436, 1.359)
C (1.708, 2.532, 0.778)
N (0.380, 2.345, 0.616)
C (-0.491, 3.440, 0.405)
C (-0.303, 4.757, 0.789)
C (-1.228, 5.718, 0.385)
C (-2.320, 5.365, -0.388)
C (-2.519, 4.042, -0.778)
C (-1.607, 3.079, -0.379)
N (-1.681, 1.680, -0.582)
C (-2.870, 1.067, -0.773)
O (-3.845, 1.478, -1.381)
C (-3.018, -0.226, 0.014)
C (-4.067, -1.097, -0.256)
C (-4.270, -2.171, 0.588)
C (-3.439, -2.324, 1.691)
C (-2.415, -1.412, 1.875)
N (-2.198, -0.389, 1.051)
C (2.547, 1.550, -0.026)
C (3.915, 1.444, 0.194)
C (4.664, 0.657, -0.659)
C (4.028, 0.030, -1.725)
C (2.661, 0.192, -1.864)
N (1.930, 0.925, -1.026)
H (0.554, 5.023, 1.388)
H (-1.086, 6.749, 0.680)
H (-3.030, 6.122, -0.696)
H (-3.369, 3.759, -1.379)
H (-4.707, -0.889, -1.102)
H (-5.072, -2.875, 0.404)
H (-3.588, -3.130, 2.397)
H (-1.740, -1.496, 2.721)
H (4.353, 2.002, 1.010)
H (5.730, 0.540, -0.511)
H (4.584, -0.562, -2.439)
H (2.125, -0.278, -2.682)
C (1.263, -3.724, -1.441)
C (1.110, -3.290, 0.024)
C (2.470, -3.323, 0.735)
C (0.101, -4.193, 0.746)
C (0.616, -1.908, 0.047)
N (0.259, -0.823, 0.063)
H (1.616, -4.755, -1.465)
H (1.986, -3.097, -1.962)
H (0.311, -3.672, -1.969)
H (2.846, -4.346, 0.726)
H (2.380, -2.996, 1.771)
H (3.192, -2.679, 0.232)
H (0.468, -5.219, 0.719)
H (-0.876, -4.158, 0.264)
H (-0.017, -3.895, 1.788)